A molecular structure, C10H17NOV at a distorted geometry, computed with ωB97M-V/def2-TZVPD.

Properties
⟨S²⟩ = 3.766
total charge = -2
2S+1 = 4
LUMO (alpha / beta) = 5.580 / 5.870 eV
orbital gap (alpha / beta) = 1.9 / 6.6 eV

Each line ends with the Löwdin spin population.
Positions of all 30 atoms, in Å:
C  -1.109742  0.763141  -2.632162  0.013
C  0.276118  0.495511  -2.841101  0.006
C  1.032285  1.288984  -1.919591  0.039
C  0.108198  2.052482  -1.131629  0.038
C  -1.222900  1.697598  -1.548294  0.049
V  -0.197283  -0.134800  -0.668661  2.481
N  -1.490246  -1.474072  -0.591218  -0.005
C  -0.647219  -2.638375  -0.748914  0.018
C  0.621243  -2.004948  -1.370288  0.008
H  2.109331  1.323606  -1.837465  0.015
H  0.677322  -0.175357  -3.594123  0.001
H  0.341870  2.781487  -0.364812  0.051
H  -2.146300  2.145124  -1.177810  0.046
H  -1.944670  0.389745  -3.229968  0.004
H  0.668463  -2.183899  -2.455760  -0.001
H  -1.128244  -3.430968  -1.354873  0.011
H  -2.421697  -1.622026  -0.200161  0.009
H  1.552746  -2.213636  -0.833422  0.007
H  -0.445913  -3.134508  0.222676  0.007
C  -0.677771  0.073173  2.902856  0.018
C  0.373807  0.717952  2.016364  0.027
C  1.706097  0.957645  2.725221  0.040
O  0.677810  -0.109650  0.894295  0.039
H  -0.301471  -0.871852  3.318924  0.005
H  -1.601674  -0.143134  2.349938  0.006
H  -0.924660  0.749102  3.729961  0.013
H  -0.012290  1.685055  1.648475  0.017
H  2.042667  0.014962  3.191275  0.003
H  2.475371  1.271002  2.001099  0.013
H  1.608751  1.730644  3.499179  0.022

Cartesian forces, eV/Å:
0.6 0.8 0.0
-0.6 0.9 0.0
-0.8 0.6 -0.2
-0.5 -0.3 -0.9
0.5 0.5 -0.5
-0.1 -0.6 -2.1
-1.6 -0.6 0.4
0.3 -0.2 0.2
-0.3 -0.3 0.6
-0.1 -0.1 0.1
-0.1 0.1 0.3
0.1 -0.2 0.0
0.4 -0.2 0.0
0.4 -0.2 0.5
0.2 0.0 0.3
0.1 0.0 -0.3
0.3 0.0 -0.2
0.0 -0.4 -0.2
0.2 0.1 0.0
-0.1 -0.1 0.2
0.7 -0.6 -1.3
0.0 0.0 0.3
0.7 0.3 2.7
0.0 0.1 -0.1
0.3 0.1 0.0
0.0 -0.1 0.0
0.0 0.0 0.2
-0.1 0.3 -0.1
-0.4 -0.1 0.2
0.1 -0.1 0.0